The following is a DFT calculation (wB97M-V/def2-TZVPD) of a 2-piece molecular cluster, C19H11F3N3 overall in a non-equilibrium geometry.

## Properties
DFT total energy: -32504.598 eV
Total charge: -1

Element x y z (Å)
C: 1.357 0.119 2.327
C: 2.375 1.013 2.510
C: 3.744 0.623 2.605
N: 4.868 0.329 2.733
C: 2.127 2.371 2.891
N: 1.949 3.477 3.242
C: -0.038 0.533 2.402
C: -0.495 1.753 1.847
C: -1.834 2.127 1.937
C: -2.750 1.342 2.652
C: -2.304 0.155 3.256
C: -0.983 -0.268 3.095
H: 1.571 -0.945 2.204
H: 0.221 2.406 1.338
H: -2.161 3.052 1.466
H: -3.795 1.646 2.733
H: -2.991 -0.442 3.856
H: -0.626 -1.196 3.556
F: -1.566 -3.669 -4.493
C: -2.113 -2.567 -3.896
F: -2.818 -1.897 -4.854
F: -3.022 -3.020 -2.971
C: -1.074 -1.703 -3.252
C: -1.300 -0.330 -3.136
C: -0.347 0.454 -2.522
C: 0.849 -0.116 -1.996
C: 1.809 0.664 -1.320
C: 3.035 0.143 -0.929
N: 4.095 -0.235 -0.576
C: 1.050 -1.518 -2.162
C: 0.082 -2.298 -2.767
H: -2.215 0.104 -3.533
H: -0.498 1.534 -2.433
H: 1.610 1.719 -1.134
H: 1.962 -1.989 -1.802
H: 0.227 -3.373 -2.872